100
Properties=species:S:1:pos:R:3:forces:R:3:lowdin_charge:R:1 method="wB97M-V/def2-TZVPD" lumo_ev="-6.101 / -5.595" s2=2.024 charge=+2 spin_multiplicity=3 e_tot_ha=-3455.6732 homo_lumo_gap_ev="7.7810 / 8.2652"
Mn -1.9959 0.2177 -0.6981 0.153 0.218 0.270 0.90
C -4.4557 -1.0739 -2.8087 0.029 -0.038 -0.045 -0.01
C -4.6449 0.2601 -2.1727 -0.049 -0.011 -0.002 -0.28
C -5.7072 1.1471 -2.2980 0.018 0.004 0.032 0.05
C -5.4085 2.2246 -1.4744 0.016 0.011 0.078 -0.23
C -6.1938 3.4633 -1.2154 -0.026 0.000 -0.031 0.00
N -4.2262 1.9817 -0.8881 0.059 0.020 -0.082 0.06
N -3.7519 0.7784 -1.3181 0.031 -0.056 0.031 -0.01
B -3.3423 2.8352 0.0541 -0.043 0.093 0.005 -0.46
N -2.0093 3.1010 -0.6840 -0.033 -0.035 -0.082 0.05
N -1.3689 2.0123 -1.1802 0.099 -0.028 0.003 -0.01
C -0.4339 2.4420 -2.0437 -0.055 0.024 -0.012 -0.30
C 0.3355 1.5005 -2.9085 0.017 0.012 0.017 -0.01
C -0.4502 3.8318 -2.0646 -0.010 -0.035 0.035 0.05
C -1.4734 4.2140 -1.2042 -0.023 -0.022 0.056 -0.23
C -1.9741 5.5766 -0.8718 0.034 0.018 -0.029 0.01
N -3.0248 1.9645 1.2855 0.014 -0.067 0.016 0.06
N -2.4833 0.7262 1.1021 0.004 -0.046 -0.019 0.02
C -2.4797 0.1045 2.3005 -0.033 0.018 -0.012 -0.28
C -2.0459 -1.3011 2.5412 0.019 -0.006 0.015 0.01
C -2.9930 0.9749 3.2510 0.000 -0.008 -0.022 0.04
C -3.3355 2.1381 2.5748 -0.016 0.036 -0.086 -0.23
C -3.9614 3.3846 3.0967 0.009 -0.009 0.055 0.01
H -5.0442 -1.1379 -3.7208 -0.012 -0.005 0.000 0.09
H -3.4119 -1.2586 -3.0683 -0.013 0.015 0.014 0.07
H -4.7781 -1.8713 -2.1383 0.000 0.005 0.011 0.09
H -6.5883 1.0249 -2.9026 -0.016 -0.007 -0.024 0.13
H -7.1303 3.4269 -1.7662 0.002 -0.003 -0.001 0.09
H -6.4232 3.5693 -0.1556 0.001 0.000 0.010 0.09
H -5.6467 4.3514 -1.5313 0.008 0.005 -0.001 0.09
H -3.8804 3.8498 0.3595 -0.001 -0.004 0.013 0.12
H 0.3223 0.4799 -2.5216 -0.036 -0.013 -0.033 0.04
H -0.1118 1.4824 -3.9041 0.045 -0.012 -0.010 0.10
H 1.3758 1.8052 -3.0160 0.007 0.014 0.000 0.09
H 0.1797 4.4826 -2.6453 0.002 0.013 -0.031 0.13
H -1.3178 6.3259 -1.3076 -0.010 0.003 0.004 0.09
H -2.9775 5.7302 -1.2690 -0.009 0.001 -0.005 0.09
H -2.0132 5.7333 0.2050 0.002 -0.006 0.013 0.09
H -2.5571 -1.9972 1.8781 -0.011 0.012 -0.002 0.09
H -0.9693 -1.4324 2.4175 0.028 0.027 -0.009 0.06
H -2.2900 -1.5736 3.5658 0.014 0.007 0.000 0.10
H -3.1284 0.7738 4.2995 0.002 -0.004 0.019 0.13
H -3.9711 3.3598 4.1839 -0.007 0.004 -0.007 0.09
H -3.4164 4.2701 2.7744 0.010 0.007 -0.003 0.09
H -4.9906 3.4798 2.7506 -0.009 -0.005 -0.013 0.10
C 4.6426 -1.8454 5.3704 0.006 -0.006 -0.004 -0.02
C 3.8456 -1.5051 4.1472 -0.018 0.017 0.002 -0.23
C 4.0669 -2.1540 2.9391 0.002 -0.044 -0.020 0.02
C 3.3555 -1.8494 1.7843 0.016 -0.033 0.080 -0.28
C 3.6595 -2.6234 0.5350 -0.009 -0.054 -0.018 -0.03
C 2.3808 -0.8481 1.8820 -0.095 0.126 0.031 -0.36
Te 1.4745 0.0790 0.2429 -0.003 0.050 -0.206 1.94
N -0.2781 -0.7394 -0.2541 -0.022 -0.103 0.083 -0.29
C -0.9516 -1.8947 -0.2454 -0.302 0.073 -0.134 -0.52
O -2.1861 -1.7029 -0.5705 -0.005 -0.150 0.018 -0.08
C -0.5309 -3.2686 0.0383 -0.009 -0.058 0.096 -0.19
C -1.1778 -4.2918 -0.6598 0.007 0.005 -0.011 0.01
C -0.8212 -5.6085 -0.4344 0.018 -0.002 0.015 -0.04
C 0.1525 -5.9124 0.5095 0.008 0.006 0.007 -0.04
C 0.7703 -4.8992 1.2303 -0.011 -0.015 -0.019 -0.04
C 0.4356 -3.5773 0.9905 -0.010 -0.024 0.046 -0.04
C 2.8010 -0.3009 -1.3496 -0.065 0.025 -0.008 -0.36
C 3.7981 0.6852 -1.3875 0.100 0.005 -0.082 -0.32
C 3.9702 1.7368 -0.3179 -0.002 -0.002 0.017 -0.08
C 4.6764 0.6809 -2.4630 0.008 -0.013 0.063 0.01
C 4.5828 -0.2565 -3.4847 -0.024 -0.022 0.011 -0.23
C 5.5483 -0.2528 -4.6325 -0.004 0.012 -0.016 -0.02
C 3.5858 -1.2209 -3.3984 0.048 0.013 0.033 0.01
C 2.6852 -1.2776 -2.3411 0.009 0.050 -0.131 -0.29
C 1.6844 -2.3985 -2.3577 -0.066 0.040 0.057 -0.04
C 2.1131 -0.1709 3.0889 0.053 -0.104 0.100 -0.30
C 1.0748 0.9141 3.2387 -0.035 -0.009 0.007 -0.08
C 2.8553 -0.5274 4.2035 -0.033 -0.001 -0.033 0.01
H 5.2999 -2.6946 5.1976 0.001 -0.001 0.000 0.08
H 3.9853 -2.0802 6.2077 -0.004 -0.001 0.006 0.09
H 5.2567 -0.9946 5.6692 0.004 0.002 0.003 0.10
H 4.8157 -2.9358 2.8903 0.014 0.004 -0.004 0.13
H 4.0082 -3.6199 0.8013 0.020 -0.014 -0.007 0.10
H 4.4447 -2.1428 -0.0516 -0.013 0.013 0.002 0.10
H 2.7836 -2.7397 -0.0996 0.049 -0.024 0.043 0.04
H -1.9461 -4.0463 -1.3795 -0.008 0.010 -0.005 0.13
H -1.3086 -6.4015 -0.9839 -0.009 -0.006 -0.012 0.12
H 0.4192 -6.9442 0.6940 0.003 -0.011 0.000 0.12
H 1.5042 -5.1405 1.9875 0.006 0.001 0.007 0.12
H 0.8973 -2.8018 1.5827 0.021 0.082 0.001 0.09
H 3.9544 1.3205 0.6945 0.006 -0.021 0.003 0.07
H 3.2069 2.5170 -0.3837 -0.011 0.010 0.008 0.08
H 4.9380 2.2207 -0.4298 -0.009 0.028 -0.003 0.10
H 5.4597 1.4286 -2.4975 0.005 0.005 -0.003 0.13
H 6.1346 0.6632 -4.6572 0.001 0.004 -0.003 0.08
H 5.0246 -0.3548 -5.5826 0.001 -0.004 -0.006 0.09
H 6.2397 -1.0927 -4.5497 0.003 -0.010 0.003 0.10
H 3.5094 -1.9729 -4.1760 0.001 -0.008 -0.013 0.14
H 2.2022 -3.3568 -2.4204 0.006 -0.007 -0.018 0.11
H 1.0423 -2.3241 -3.2374 -0.029 0.001 0.003 0.10
H 1.0512 -2.4320 -1.4776 0.176 0.020 -0.126 0.02
H 0.1793 0.7464 2.6364 -0.033 -0.022 0.015 0.03
H 1.4728 1.8975 2.9765 0.031 -0.013 -0.027 0.10
H 0.7501 0.9645 4.2764 -0.009 0.022 -0.002 0.10
H 2.6537 -0.0316 5.1457 0.004 0.012 0.011 0.13

=====

51
Properties=species:S:1:pos:R:3:forces:R:3:lowdin_charge:R:1 method="wB97M-V/def2-TZVPD" lumo_ev="-3.196 / -7.793" relative_energy_kcal_mol=0.0 s2=0.755 charge=+1 spin_multiplicity=2 e_tot_ha=-1072.4415 homo_lumo_gap_ev="10.3239 / 5.7068"
C 0.4299 2.3268 -1.3998 -0.700 -0.487 1.187 0.04
N -0.8265 1.9017 -0.6044 1.453 -3.503 -3.518 -0.04
C -1.8492 1.6944 -1.7047 -2.218 3.154 3.035 0.01
C -0.0373 -0.5088 -0.6776 -1.476 1.135 -0.945 -0.02
C -0.6654 0.6519 0.1719 0.273 0.446 1.684 -0.30
C 0.2074 0.7601 1.4267 -0.756 0.736 2.162 -0.20
N -0.3734 -0.1642 2.4864 0.443 0.273 -2.104 0.04
H 1.3030 1.9471 -0.8747 0.166 0.694 0.223 0.10
H 0.3994 1.7576 -2.3396 -0.231 0.316 0.071 0.12
H 0.3543 3.4065 -1.5724 0.411 -0.309 -0.013 0.12
H -2.8529 1.5881 -1.2342 0.633 -0.411 -0.220 0.12
H -1.9312 2.6676 -2.2056 0.322 -0.598 -0.540 0.12
H -1.5982 0.8549 -2.2830 0.489 -0.869 -1.035 0.06
H -0.5287 -0.3891 -1.6678 1.115 -0.970 0.606 0.04
H 1.0486 -0.4707 -0.7146 -0.158 0.021 -0.069 0.10
H -0.4057 -1.3986 -0.1733 0.389 -0.142 -0.166 0.07
H -1.6560 0.3172 0.5467 0.209 0.508 -0.722 0.15
H 0.1522 1.7864 1.8408 0.089 -0.311 -0.447 0.09
H 1.2431 0.5052 1.2731 0.168 -0.103 -0.225 0.07
H -0.0214 0.0489 3.4058 0.112 0.080 0.151 0.09
H -1.3568 0.0394 2.4462 -0.443 -0.090 0.691 0.06
H 0.8374 -1.7803 1.6740 0.212 0.126 0.276 0.00
H 2.2877 -1.5559 1.1270 -0.175 -0.024 0.254 0.00
O 1.6213 -2.2390 1.3421 -0.159 -0.400 -0.403 -0.07
H -3.2871 -2.5191 1.8036 0.078 -0.203 -0.034 0.06
H -1.9708 -2.5761 1.0088 -0.055 0.094 0.335 0.00
O -2.8827 -2.8872 1.0079 0.104 0.172 -0.027 -0.03
H -1.6226 3.6505 0.4226 -0.391 0.313 0.328 0.04
H -2.6467 3.3247 1.5214 0.030 0.128 0.057 0.08
O -1.7053 3.4802 1.3718 0.111 -0.124 -0.296 -0.01
H 0.4871 3.5658 0.6427 0.021 -0.081 -0.231 -0.01
H 0.9495 4.2209 1.8689 0.282 0.455 -0.009 0.09
O 1.2627 4.0237 0.9729 -0.764 0.450 0.304 -0.03
H 0.4531 -3.6034 -2.1083 0.026 0.003 0.133 0.04
H 1.4268 -2.8900 -1.2265 0.259 0.108 0.048 0.01
O 1.0490 -2.8449 -2.1054 0.087 0.184 -0.671 -0.05
H -0.8512 -4.0645 0.2926 0.124 -0.307 0.166 0.02
H 0.6732 -3.7739 0.2919 -0.061 0.013 0.502 0.01
O -0.0274 -4.2582 -0.1654 -0.334 -0.173 0.000 -0.04
H 0.1454 -1.5659 -3.6086 0.176 0.292 0.280 0.04
H -1.3312 -1.3097 -3.4953 -0.094 0.017 0.041 0.04
O -0.4900 -0.8348 -3.5431 -0.258 -0.148 -0.682 -0.08
H 3.3522 0.7652 1.1345 0.218 -0.071 0.240 0.00
H 4.2413 -0.4667 1.4799 0.047 0.074 -0.042 0.08
O 3.4305 -0.2049 1.0326 -0.031 -0.069 -0.246 -0.07
H -2.6304 -2.9021 -1.3833 -0.026 0.370 0.853 0.05
H -2.3358 -1.3174 -1.0631 -0.237 -0.882 0.661 0.00
O -2.5355 -2.0016 -1.6987 -0.098 0.448 -1.842 -0.03
H 2.4326 2.3303 2.5070 0.482 -0.450 0.333 0.05
H 2.5880 3.0763 1.2641 0.857 -0.685 0.092 0.02
O 3.0582 2.3575 1.7713 -0.725 0.799 -0.226 -0.07

=====

23
Properties=species:S:1:pos:R:3:forces:R:3:lowdin_charge:R:1 method="wB97M-V/def2-TZVPD" lumo_ev=-5.516 relative_energy_kcal_mol=78.3 charge=+1 e_tot_ha=-346.7878 homo_lumo_gap_ev=7.4197
C 2.1522 -0.0012 -2.5126 -0.565 0.238 0.070 -0.12
C 1.6256 -0.7935 -3.4426 -0.671 -0.027 2.681 0.12
C 1.7435 1.2048 -0.4290 0.077 -1.537 -1.189 0.20
N 1.5032 0.2161 -1.2310 -0.366 -0.368 0.964 0.05
H 3.0210 0.6167 -2.6567 0.112 0.187 -0.019 0.12
H 0.7739 -1.4290 -3.1383 0.396 0.393 -0.777 0.10
H 2.0907 -0.8267 -4.3809 0.350 -0.361 -1.181 0.07
H 1.2099 1.3271 0.5074 0.083 -0.123 -0.270 0.08
H 2.5469 1.8281 -0.7498 0.278 0.814 0.040 0.12
H 0.8167 -0.5108 -0.9079 0.478 0.924 -0.499 0.18
C -0.6557 0.3854 1.5983 -0.923 -1.409 -0.272 -0.38
C -1.9081 -0.5353 1.7579 0.689 0.239 -1.425 -0.21
C -2.4982 -0.8151 0.2901 0.453 -0.750 0.790 -0.11
N -0.1651 0.9654 2.8359 1.385 -0.621 0.025 0.00
H -0.9478 1.1093 0.8492 -0.115 0.938 0.263 0.09
H 0.0945 -0.2198 1.0303 -0.056 -0.245 0.461 0.07
H -2.6550 -0.0678 2.3957 0.038 0.233 -0.092 0.10
H -1.5943 -1.4651 2.2678 -0.307 0.254 -0.409 0.11
H -1.9414 -1.7136 -0.1715 -0.970 1.446 0.462 0.08
H -2.4975 0.0761 -0.3976 0.395 -0.754 0.763 0.07
H -3.5687 -1.0585 0.4004 0.534 -0.271 -0.187 0.07
H 0.6895 1.5117 2.6100 -0.770 -0.273 0.620 0.07
H 0.1642 0.1957 3.4748 -0.525 1.073 -0.819 0.11

=====

20
Properties=species:S:1:pos:R:3:forces:R:3:lowdin_charge:R:1 method="wB97M-V/def2-TZVPD" lumo_ev=-7.152 smiles="[NH3+]/C=C/C[C@@H]([NH3+])C=O" relative_energy_kcal_mol=9.0 charge=+2 e_tot_ha=-381.7932 homo_lumo_gap_ev=10.6840
N 1.0305 2.4536 -2.3291 -1.228 -1.254 0.666 0.24
C 0.2477 1.7863 -1.2111 1.102 1.275 -0.619 -0.04
C 0.2651 0.5052 -0.9536 -1.094 -0.874 1.099 -0.03
C -0.6852 -0.0493 0.1249 0.518 0.471 -0.268 -0.13
C -0.0181 -1.1025 0.9911 -0.062 -0.745 0.390 -0.22
N -0.5452 -1.1153 2.4344 1.427 0.572 -0.645 0.24
C -0.2866 -2.5794 0.4696 0.984 1.726 1.072 -0.16
O 0.1481 -3.4782 1.1116 -0.472 -0.355 -0.489 0.16
H 1.6746 1.8142 -2.7864 0.556 0.083 0.044 0.18
H 1.4612 3.3029 -1.9704 0.422 0.109 -0.249 0.18
H 0.3296 2.6867 -3.0277 -0.034 0.503 -0.406 0.18
H -0.2397 2.5871 -0.6721 -0.403 -0.414 0.237 0.14
H 0.7928 -0.2881 -1.4665 0.362 0.405 -0.493 0.14
H -1.0607 0.7610 0.7573 -0.192 -0.021 -0.321 0.13
H -1.4994 -0.5149 -0.4432 -0.239 0.202 0.295 0.13
H 1.0535 -0.9404 1.1160 0.020 -0.072 -0.206 0.17
H 0.0982 -1.7071 2.9809 -0.791 -0.775 -0.169 0.19
H -0.3487 -0.2087 2.8701 -0.854 0.211 -0.086 0.18
H -1.5305 -1.3973 2.4401 0.204 0.046 0.699 0.19
H -0.8871 -2.5158 -0.4357 -0.227 -1.093 -0.550 0.14